Molecular formula: C26H72N2O14
Method: DFT, wB97M-V/def2-TZVPD

Calculated values
SMILES   COCCNCCOC.COCCNCCOC.OCCO.OCCO.OCCO.CCO.CCO.CCO.CCO
ΔE to the lowest compared entry with this formula, charge and spin   15.7 kcal per mole
HOMO level   -8.29 eV
Gap between HOMO and LUMO   8.38 eV

The geometry in XYZ format:
```
114
Properties=species:S:1:pos:R:3:mulliken_charge:R:1
C -9.57090 -3.50032 -0.29900 -0.818
O -8.60632 -3.16283 0.67193 -0.295
C -8.31235 -1.74979 0.56567 -0.467
C -7.04569 -1.59762 1.36742 -0.636
N -6.40448 -0.34651 1.02826 -0.199
C -5.13378 -0.12808 1.70055 -0.637
C -4.32968 0.86451 0.88413 -0.869
O -3.16929 1.13804 1.26331 0.054
C -2.33379 1.79510 0.28008 -0.869
H -9.78559 -4.54758 -0.29650 0.303
H -9.25570 -3.33743 -1.31811 0.334
H -10.55058 -3.04570 -0.17227 0.306
H -9.09676 -1.11266 0.96228 0.317
H -8.13656 -1.49483 -0.49618 0.362
H -6.42123 -2.46369 0.99174 0.303
H -7.21077 -1.79532 2.45087 0.231
H -7.10073 0.35520 1.34879 0.245
H -4.62075 -1.08739 1.87593 0.315
H -5.32999 0.26115 2.69094 0.346
H -4.75727 1.85628 0.78718 0.310
H -4.34159 0.43699 -0.07113 0.437
H -2.19079 1.21893 -0.60524 0.708
H -1.32533 2.00617 0.65634 -0.575
H -2.85125 2.63782 -0.08706 0.801
C 3.59714 -2.90082 0.82577 -0.475
O 3.45105 -2.95727 -0.58587 -0.244
C 2.68348 -4.08045 -1.00609 -0.616
C 3.05294 -4.12678 -2.46819 -0.066
N 2.40746 -5.18430 -3.15983 -0.382
C 1.48066 -4.71337 -4.18908 -0.722
C 0.08595 -4.55100 -3.61036 0.049
O -0.60311 -5.58320 -3.67748 -0.382
C -1.86526 -5.40847 -3.09678 -0.537
H 4.10154 -3.82421 1.15508 0.472
H 2.66336 -2.86219 1.39481 0.176
H 4.24159 -2.03036 1.08109 -0.215
H 1.65412 -3.90279 -0.80880 0.006
H 3.05420 -4.89593 -0.40440 0.628
H 4.11601 -4.27599 -2.58974 0.341
H 2.80847 -3.13910 -2.85984 -0.190
H 1.82522 -5.60529 -2.45820 0.297
H 1.36783 -5.49861 -4.95166 0.340
H 1.84305 -3.82909 -4.70235 0.384
H -0.33997 -3.80285 -4.23062 0.444
H 0.11269 -4.08859 -2.66521 -0.035
H -2.58587 -4.89355 -3.81280 0.285
H -1.86600 -4.92354 -2.12371 0.101
H -2.37458 -6.38129 -2.90066 0.291
C -1.50743 3.95485 2.82836 -1.277
C -1.05108 4.76619 1.78221 0.349
O 0.14806 5.24343 2.27389 -0.572
H -2.61374 3.74214 2.85022 0.244
H -1.34307 4.43323 3.79775 0.421
H -1.01790 2.98817 2.86296 0.270
H -1.76878 5.54728 1.60725 0.544
H -0.90846 4.24632 0.82892 -0.137
H 0.33612 6.01504 1.72427 0.291
C 5.32154 0.76315 1.98872 -0.654
C 5.62862 0.87941 0.60652 -0.282
O 4.48870 0.58839 -0.15350 -0.244
H 5.12921 -0.31593 2.13546 0.243
H 4.47648 1.38788 2.31598 -0.232
H 6.13862 1.11538 2.65113 0.410
H 6.37247 0.20481 0.32347 0.472
H 5.93053 1.86394 0.38296 0.275
H 4.82028 0.37236 -0.99804 0.145
C 4.61257 4.62936 2.28028 -1.045
C 4.85803 4.45939 0.86640 0.682
O 6.18836 4.52007 0.49784 -0.653
H 4.93108 3.69819 2.81217 0.162
H 3.58662 4.97236 2.56251 0.147
H 5.34208 5.35757 2.59049 0.488
H 4.32434 5.20657 0.38531 0.338
H 4.51518 3.51650 0.50188 -0.590
H 6.33689 4.21171 -0.37072 0.373
C 0.93997 -1.21380 -2.58681 -0.615
C 1.03569 0.13406 -2.20296 -0.134
O 0.15205 0.40786 -1.11634 0.170
H 0.12599 -1.38106 -3.24500 0.400
H 1.09341 -1.80646 -1.66264 -0.269
H 1.72491 -1.32523 -3.34025 0.499
H 0.79378 0.85576 -3.00275 0.482
H 2.05551 0.39078 -1.85338 -0.174
H 0.67326 0.13143 -0.31251 -0.309
C -1.58798 -1.46862 1.05522 -0.320
C -0.86759 -2.67350 0.69796 0.205
O -0.90020 -2.88054 -0.69332 -0.411
O -1.79783 -1.40693 2.46549 -0.716
H -2.54034 -1.39359 0.64756 0.648
H -1.03792 -0.52783 0.87092 -0.217
H -1.27153 -3.61398 1.22230 0.324
H 0.17057 -2.55691 1.09622 -0.313
H -1.09583 -2.01799 -1.05555 0.152
H -2.11322 -0.50943 2.57768 0.386
C 1.68839 0.74114 2.12700 -1.090
C 1.59686 2.21279 1.93595 4.038
O 1.43838 2.82470 3.20237 -0.757
O 2.01618 0.05713 0.88906 0.424
H 0.60475 0.42558 2.32263 0.119
H 2.27639 0.46118 2.98093 0.554
H 0.73707 2.42163 1.25673 -1.898
H 2.48098 2.61890 1.36758 -1.409
H 1.03196 3.66019 3.10139 0.357
H 2.95869 0.07995 0.67343 -0.406
C 2.33265 3.31625 -1.79772 -0.037
C 1.19090 3.82806 -1.03511 0.810
O 0.61105 4.86008 -1.73530 -0.694
O 3.18159 4.35462 -2.23430 -0.596
H 2.07140 2.70338 -2.69758 0.386
H 2.96352 2.65320 -1.21331 -0.429
H 1.39975 4.11777 -0.03522 0.305
H 0.33906 3.05484 -0.90134 -0.408
H 0.53673 5.60454 -1.11853 0.418
H 2.68492 4.75090 -2.92013 0.399
```

Molecular formula: C26H72N4O9
Method: DFT, wB97M-V/def2-TZVPD

Calculated values
SMILES   COC[C@H](C)N.COC[C@H](C)N.COC[C@H](C)N.COCCNCCOC.CCO.CCO.CCO.CCO
ΔE to the lowest compared entry with this formula, charge and spin   24.6 kcal per mole
HOMO level   -8.52 eV
Gap between HOMO and LUMO   9.07 eV

The geometry in XYZ format:
```
111
Properties=species:S:1:pos:R:3:mulliken_charge:R:1
C -5.61654 4.87384 0.84192 -0.944
C -5.16901 3.42304 1.15517 0.115
O -6.15560 2.46745 0.83009 -0.492
H -6.70046 4.80393 0.74963 0.375
H -5.14909 5.08185 -0.11941 0.253
H -5.38334 5.64163 1.57157 0.272
H -4.90113 3.34051 2.21897 0.249
H -4.22776 3.17527 0.66682 -0.112
H -6.85740 2.43279 1.48282 0.302
C -1.14439 -2.43119 2.30665 -0.596
C -0.85207 -1.38058 3.39598 -0.455
O -2.01256 -1.21499 4.21157 -0.571
H -2.07871 -2.31061 1.75514 0.009
H -1.36786 -3.38267 2.80620 0.687
H -0.28726 -2.59160 1.65259 0.141
H -0.57157 -0.40057 3.01647 0.233
H -0.02663 -1.76881 4.00048 0.275
H -2.16968 -2.06980 4.62575 0.331
C -1.71733 -4.96618 -1.18865 -1.042
C -2.70669 -4.24612 -2.07111 0.185
O -2.55134 -2.81466 -2.02866 -0.437
H -0.71259 -4.95753 -1.61081 0.365
H -2.04513 -6.00145 -1.08551 0.383
H -1.72273 -4.52800 -0.18939 0.058
H -3.71047 -4.34215 -1.64955 -0.035
H -2.68273 -4.60517 -3.10359 0.220
H -3.35323 -2.41867 -2.37524 0.282
C -0.92915 5.47060 0.97219 -0.994
C -1.71141 5.14035 2.22042 0.092
O -2.75337 6.10191 2.38658 -0.557
H -0.15837 4.70110 0.90066 0.245
H -0.33123 6.36666 1.15363 0.366
H -1.59302 5.56285 0.11875 0.262
H -1.03982 5.09776 3.08611 0.299
H -2.19005 4.15530 2.14327 0.025
H -3.39278 5.76211 3.01779 0.313
C 5.80193 1.37514 1.70586 -0.732
O 5.41526 0.55451 2.77094 -0.296
C 6.29390 -0.37190 3.29856 -0.430
C 5.47310 -1.38958 4.14466 -0.893
N 4.22383 -1.74620 3.48238 -0.236
C 4.29485 -2.88037 2.58011 -0.577
C 2.96511 -3.37369 2.08405 0.025
O 3.10076 -4.74335 1.73929 -0.390
C 1.88097 -5.40595 1.52588 -0.594
H 6.57275 2.07841 2.04585 0.318
H 4.94599 1.89497 1.29380 0.157
H 6.32469 0.81374 0.91992 0.339
H 7.12785 0.03272 3.88678 0.405
H 6.75907 -0.95891 2.48570 0.322
H 5.20283 -0.82897 5.04573 0.332
H 6.10166 -2.20652 4.48968 0.411
H 3.90688 -0.88398 3.05789 0.295
H 4.75537 -3.68770 3.15557 0.308
H 4.96982 -2.73458 1.72220 0.206
H 2.55565 -2.79899 1.24616 0.119
H 2.25295 -3.35173 2.92287 0.147
H 1.34691 -5.41669 2.48614 0.295
H 2.06922 -6.44571 1.26466 0.296
H 1.26431 -4.95081 0.74363 0.177
C -0.89783 1.95286 0.44695 -1.091
C -0.48496 0.74160 -0.36038 0.482
C 0.77651 -0.04624 -0.01524 -0.337
O 1.95247 0.69116 0.14578 -0.342
C 2.58760 1.12665 -1.03243 -1.003
N -1.64079 -0.16218 -0.41540 -0.369
H -1.57962 2.55434 -0.15538 0.451
H -0.02537 2.59557 0.57739 0.057
H -1.40667 1.65975 1.36714 0.381
H -0.41095 1.11725 -1.39383 0.228
H 0.86041 -0.88030 -0.71867 0.682
H 0.49548 -0.46333 0.96005 -0.521
H 2.64590 0.35124 -1.80700 0.451
H 3.56492 1.46847 -0.70567 0.293
H 2.03899 1.92293 -1.55399 0.385
H -2.03129 -0.32552 0.50779 0.002
H -1.39746 -1.07911 -0.78275 0.109
C -7.83512 -4.47207 -0.19726 -1.629
C -6.79915 -3.75209 -1.03356 0.873
C -5.62948 -3.24733 -0.17777 -0.542
O -6.08098 -2.26762 0.72270 -0.350
C -5.49595 -0.99048 0.58056 -0.395
N -6.33743 -4.55628 -2.17963 -0.708
H -8.03360 -3.94125 0.73515 0.341
H -7.61984 -5.50966 0.07449 0.362
H -8.81959 -4.51436 -0.68001 0.407
H -7.37120 -2.90918 -1.44310 0.215
H -5.04326 -2.74949 -0.97925 -0.099
H -4.80922 -3.85380 0.21983 0.482
H -5.70804 -0.43733 1.49503 0.247
H -5.84853 -0.37074 -0.24925 0.264
H -4.40764 -1.08862 0.50275 0.037
H -5.81251 -3.98544 -2.83420 0.238
H -7.20253 -4.79415 -2.66024 0.296
C 4.32896 1.78673 -4.25442 -1.340
C 4.58496 3.01722 -5.15228 0.546
C 5.71799 3.82905 -4.54259 -0.792
O 5.81796 5.02145 -5.32115 -0.311
C 7.01547 5.70946 -5.10299 -0.774
N 4.92068 2.55808 -6.48797 -0.741
H 5.27897 1.34834 -3.93917 0.364
H 3.78104 1.04147 -4.82877 0.429
H 3.75202 2.08214 -3.37839 0.176
H 3.66837 3.60843 -5.15383 0.282
H 6.68084 3.30060 -4.61144 0.330
H 5.63480 4.10790 -3.48319 0.418
H 7.07136 6.66250 -5.63340 0.264
H 7.85782 5.12696 -5.49587 0.322
H 7.16940 5.98075 -4.05284 0.289
H 5.20551 3.39429 -6.99695 0.291
H 5.68739 1.89733 -6.48887 0.245
```

Among the records above, which one has the lowest HOMO level?
C26H72N4O9